Here is a cluster of 13 separate species, C46H74O35 in total in a non-equilibrium geometry from the Open Molecules 2025 dataset. Energies are from ωB97M-V/def2-TZVPD.

Each line ends with the Mulliken charge.
Geometry (Å):
O  3.51473  -7.63606  1.72140  -0.326
H  -2.28561  3.82519  -8.13663  0.275
H  -2.96267  -7.25520  5.40993  0.351
H  -9.47420  4.05910  -4.61228  0.299
O  2.66068  -0.31942  2.86552  -0.538
C  2.02796  -0.48931  1.86201  0.631
C  -4.39928  -4.75839  4.46961  -0.298
H  0.62143  -0.42783  8.46283  0.302
H  -1.41202  0.88200  0.91468  0.332
H  9.76191  0.47402  5.37797  0.297
C  1.61202  -0.52278  -0.30015  -0.349
C  -6.00397  -6.31565  4.01424  0.711
O  3.71211  5.59334  0.85599  -0.316
H  2.57140  -1.76812  8.72902  0.240
O  -5.45906  -6.68628  5.12116  -0.341
H  -2.76426  2.92761  6.78324  0.239
C  0.29669  -0.42144  0.44313  0.370
H  4.61647  -5.69916  3.43353  0.287
H  -8.45838  3.18654  -5.77172  0.273
O  2.88909  -6.64652  3.53125  -0.323
O  -9.47021  -1.15432  -2.01756  -0.326
H  -7.15071  5.05167  4.85217  0.323
H  4.16550  -8.22311  5.18196  0.342
H  -3.50251  -7.01626  7.00837  0.369
H  -9.73353  4.24529  3.35790  0.266
H  -9.57881  -4.12653  -2.65839  0.271
H  5.68465  -7.37249  5.10090  0.405
H  -8.68524  -3.99121  -1.16659  0.309
H  5.04171  5.74140  -0.76995  0.256
O  3.02032  6.49244  2.80622  -0.598
H  8.90925  2.06230  7.74214  0.299
H  5.08409  -8.53110  2.82225  0.290
O  -11.50108  -0.79122  -1.06435  -0.577
H  1.31981  -2.60464  7.85068  0.223
C  -6.46163  5.07390  -4.68012  0.674
H  12.45008  -1.59011  -0.82305  0.301
H  1.87270  0.37866  -0.85473  0.261
H  -7.13588  4.08540  2.38810  0.290
O  11.52477  -2.59237  0.68367  -0.324
O  0.71777  -1.05275  9.18518  -0.502
C  8.69461  1.86693  6.69149  -0.381
O  -10.51665  -2.88866  -1.15430  -0.329
H  -2.41270  4.52148  6.37619  0.260
H  1.45576  -2.91484  9.56214  0.221
H  9.42192  0.16037  -0.02290  0.335
H  -7.71820  4.32837  -7.89212  0.349
C  11.17097  1.16920  6.97072  -1.384
C  9.96450  1.36857  5.96690  0.372
O  1.31837  -7.16931  2.04332  -0.585
C  -0.30903  -5.32055  -9.92507  -0.401
O  -7.92451  0.99229  5.23329  -0.585
H  0.44148  -3.60793  -11.10616  0.310
C  -8.06251  1.99432  4.52909  0.694
H  5.59358  -7.09105  2.08357  0.338
H  -8.86932  6.13979  -5.57995  0.296
C  4.02629  6.01477  -0.48310  -0.341
C  -8.35069  5.12404  -7.49845  -1.407
O  10.27215  2.45920  5.12026  -0.362
C  -1.22416  3.87340  -8.37974  -0.438
C  -9.38695  -3.46491  -1.81366  -0.333
O  -0.74761  3.28076  6.49203  -0.493
C  -3.31495  -6.47292  6.08225  -1.429
H  0.06434  1.68981  0.41882  0.328
H  -3.36630  -4.86625  4.13885  0.276
C  -8.76218  4.02564  3.80098  0.370
O  0.26348  2.05973  -10.85942  -0.552
O  -5.44552  5.32116  -4.02055  -0.600
C  -10.56992  -1.54316  -1.37509  0.651
O  1.12400  -3.74546  -9.18933  -0.344
O  -6.92233  5.64299  -5.77754  -0.315
C  2.11430  -5.08604  -10.83777  -1.328
H  -8.03044  6.17459  3.81096  0.364
H  -5.09186  -5.24297  6.45872  0.249
O  -1.05208  3.51288  -9.72448  -0.321
H  11.18677  0.24940  7.55535  0.378
H  -1.18063  2.07795  -7.20204  0.298
O  -8.87664  3.00635  4.78830  -0.352
H  -0.81564  4.87349  -8.23477  0.307
H  5.51099  8.11087  -1.77276  0.374
H  -4.57802  -3.73732  4.80660  0.279
H  -6.63608  -2.89691  -2.54878  0.376
H  -6.98535  -1.12158  -2.40460  0.350
O  -5.39279  -5.22111  3.60191  -0.318
C  -8.73177  -2.30471  -2.42265  0.439
O  9.19227  4.24981  4.21514  -0.568
H  -9.35730  4.82538  -7.79111  0.402
H  1.38173  -1.34954  -0.97210  0.305
C  0.24636  -3.90280  -8.20350  0.713
H  1.97395  -5.93221  -11.51037  0.364
C  4.26019  -6.70973  3.63330  0.421
C  4.60827  -7.24704  4.98364  -1.462
C  -7.88252  3.37046  2.73374  -0.388
H  -0.32358  4.03189  -5.76784  0.378
H  11.71753  -0.52662  0.35947  0.266
C  10.26866  -2.99606  0.84466  0.692
H  -8.19001  6.10006  -7.95633  0.347
O  -0.65522  -4.78261  -8.65558  -0.336
H  0.98762  4.18611  -6.88915  0.358
C  4.69429  -7.58104  2.45679  -0.398
H  -0.32374  -1.28089  0.18911  0.296
H  -7.14101  -2.19017  -1.00646  0.353
O  0.33115  2.25708  -8.51564  -0.341
H  2.83196  -4.34755  -11.19517  0.350
C  -0.49342  2.84779  -7.55299  0.419
C  -0.08295  2.56744  -9.80065  0.655
O  0.26120  -3.38528  -7.03547  -0.609
C  0.76908  -4.37568  -10.40521  0.350
H  4.42810  -6.56721  5.81640  0.349
C  -2.10616  3.50411  6.13312  -0.542
H  0.76109  2.62489  -5.87005  0.335
H  -8.67940  5.67247  5.35349  0.344
C  -7.25736  -2.12864  -2.08848  -1.420
H  -0.00173  -6.36127  -9.82224  0.266
H  11.23758  1.96507  7.71251  0.358
O  0.67061  -0.40315  1.77874  -0.354
C  9.44280  -0.33894  -0.99159  -1.320
C  3.86719  7.50704  -0.39477  0.480
C  1.54765  -2.13409  8.80711  -0.484
C  0.32511  3.45453  -6.42658  -1.374
O  3.51520  7.76337  0.99287  -0.344
C  2.47276  -7.15750  2.41347  0.660
H  -2.52856  -5.79226  6.40842  0.400
C  9.21867  3.27522  4.97420  0.677
H  -2.41622  3.26620  5.11560  0.240
C  -0.58609  0.84179  0.20454  -1.335
H  3.01621  7.76359  -1.02571  0.218
O  8.30776  2.98972  5.93810  -0.312
H  8.41871  -0.56945  -1.28519  0.339
H  -8.87728  -2.38865  -3.49963  0.235
O  2.58140  -0.77759  0.66359  -0.309
O  -7.34591  2.25329  3.43152  -0.324
H  8.04617  0.99286  6.63104  0.294
O  9.49654  -2.45344  -0.11306  -0.323
H  5.83301  8.34054  -0.03644  0.363
C  -4.59586  -5.69178  5.59809  0.360
H  -1.14173  -5.27149  -10.62671  0.298
H  4.75449  9.40711  -0.91238  0.346
H  -1.01100  0.84871  -0.79921  0.360
C  3.38457  6.64557  1.63334  0.693
C  11.58885  -1.47332  -0.16521  -0.444
O  9.81779  -3.64896  1.79199  -0.584
H  12.11267  1.19729  6.42254  0.332
C  -8.27269  5.32244  -5.98504  0.369
H  -8.48289  3.04183  1.88542  0.286
C  -8.51373  4.06412  -5.12760  -0.382
C  5.06670  8.36770  -0.81112  -1.389
O  -7.33694  4.09984  -4.35833  -0.305
H  2.66681  -5.47756  -9.98365  0.366
H  -0.17908  3.77358  5.89580  0.297
H  9.84012  0.32737  -1.75727  0.377
O  -6.92596  -6.88668  3.42340  -0.608
H  10.33984  -2.24209  -1.87111  0.349
H  3.33755  5.52184  -1.16922  0.257
C  -8.13854  5.31785  4.47609  -1.287
C  10.24193  -1.64397  -0.96514  0.338

Its charge is 0. For the electronic energy, the calculation gives -4430.543943 a.u. The largest force on an atom comes out at 0.1172 Eh/bohr.